Formula: C4H12O3
Source: OMol25
Level of theory: the ωB97M-V functional and the def2-TZVPD basis

Geometry as XYZ:
```
19
Properties=species:S:1:pos:R:3:forces:R:3
C 2.095885 -0.613581 0.109319 0.817 -0.701 1.243
C 0.966990 0.231760 0.687536 -0.250 0.886 -1.066
C 1.256147 0.916608 2.052051 -0.333 -1.601 -1.294
C 0.615642 1.361930 -0.355448 -0.518 -0.724 -1.652
O 0.080566 1.225895 -1.476471 1.427 0.286 3.346
H 2.237553 -1.495607 0.792323 -0.259 0.539 -0.772
H 1.844697 -0.949802 -0.893333 0.144 -0.069 -0.006
H 3.077045 -0.126829 0.145548 -0.198 0.231 -0.364
H 0.154437 -0.500014 0.736249 -0.434 0.633 0.160
H 1.271399 0.135876 2.816603 -0.172 0.378 0.156
H 2.216602 1.394668 2.030979 0.485 0.392 0.008
H 0.469905 1.636981 2.174576 -0.294 0.364 0.717
H 0.974003 2.380668 -0.005049 -0.365 -0.557 -0.466
O -2.999410 -2.774785 -2.790529 -0.140 0.348 0.110
H -3.419811 -3.579354 -3.122390 -0.208 0.497 0.178
H -3.677754 -2.106341 -2.569990 0.371 -0.842 -0.270
O -2.474793 0.570778 -0.029066 -0.173 1.350 0.287
H -1.857024 0.904744 -0.709680 -0.378 -0.275 0.350
H -2.832081 1.386405 0.406771 0.478 -1.134 -0.667
```
Forces are in eV/Å.

Lowest unoccupied orbital energy in eV: 0.7
Relative energy (zero: lowest compared OMol25 entry of this formula, charge and spin) in kcal per mole: 18.0
Electronic energy in a.u.: -385.29301
Kohn-Sham gap in eV: 10.7
Highest occupied orbital energy in Eh: -0.366
SMILES: CC(C)C=O.O.O

---

Formula: C4H12O3
Source: OMol25
Level of theory: the ωB97M-V functional and the def2-TZVPD basis

Geometry as XYZ:
```
19
Properties=species:S:1:pos:R:3:forces:R:3
C 0.406916 2.136244 1.088749 0.159 -1.943 0.237
C 1.340467 1.015215 0.690037 0.152 -0.198 -0.813
C 0.996731 -0.262760 0.539898 -0.831 -0.545 0.651
C 1.883933 -1.428301 0.252445 1.225 0.831 -1.499
O -0.297616 -0.645771 0.836777 0.536 1.907 1.359
H 0.844820 3.062325 0.840793 0.145 1.182 -0.472
H -0.549900 1.929880 0.623758 -0.316 0.544 -0.024
H 0.245250 2.114624 2.162467 -0.058 0.045 0.205
H 2.319093 1.228304 0.280601 0.309 0.263 0.586
H 1.769467 -1.768064 -0.782776 -0.793 -0.561 0.199
H 2.926704 -1.114678 0.144073 0.046 0.155 0.732
H 1.801914 -2.223600 0.982408 -0.155 -0.104 -0.011
H -0.611144 -1.324174 0.282227 -0.588 -1.556 -1.135
O -1.711231 0.855322 -1.479109 0.452 0.026 -0.238
H -0.795427 0.916661 -1.171175 -0.153 -0.248 0.477
H -1.594215 1.131486 -2.390513 -0.366 0.091 -0.343
O -2.653409 -2.044235 -0.859936 -0.011 0.119 -0.174
H -2.778051 -1.204186 -1.323507 0.237 0.075 0.181
H -3.544301 -2.374291 -0.717218 0.010 -0.084 0.084
```
Forces are in eV/Å.

Lowest unoccupied orbital energy in eV: 0.6
Relative energy (zero: lowest compared OMol25 entry of this formula, charge and spin) in kcal per mole: 16.5
Electronic energy in a.u.: -385.29549
Kohn-Sham gap in eV: 9.2
Highest occupied orbital energy in Eh: -0.314
SMILES: C/C=C(/C)O.O.O